Record 1
Molecular formula: C3H9N2O
Method: DFT, ωB97M-V with the def2-TZVPD basis set

Each line ends with the Mulliken charge.
Geometry (Å):
1 H -0.216 1.131 1.412  0.287
2 H 1.503 -0.586 -0.577  0.348
3 C -0.052 0.623 -1.521  -1.236
4 H -1.014 0.960 -1.058  0.348
5 H 1.038 2.022 -0.134  0.383
6 H -0.186 -0.028 -2.368  0.327
7 H -1.095 -2.245 1.109  0.220
8 H 0.613 1.408 -1.998  0.400
9 N -0.808 0.343 1.465  -0.306
10 H 0.193 -2.643 0.148  0.297
11 N -0.388 -1.821 0.599  -0.371
12 C -0.196 -0.545 0.664  0.432
13 C 0.747 0.159 -0.286  0.219
14 H -1.465 -0.022 2.161  0.246
15 O 1.326 1.244 0.384  -0.595

The energy above the lowest of the compared OMol25 structures with the same formula, charge and spin is 127.2 kJ/mol. The net charge is +1. The SMILES is C[C@@H](O)C(N)=[NH2+]. For the LUMO energy, the calculation gives -3.566 eV. For the calculated total energy, the calculation gives -304.2019 a.u. For the HOMO-LUMO gap, the calculation gives 12.3 eV.

Record 2
Molecular formula: C3H5ClO2
Method: DFT, ωB97M-V with the def2-TZVPD basis set

Each line ends with the Mulliken charge.
Geometry (Å):
1 O 2.620 -1.244 0.588  -0.418
2 C 1.885 -0.373 0.207  0.366
3 Cl 2.334 1.166 -0.285  -0.146
4 H -0.529 -1.560 0.403  0.312
5 C -1.015 0.684 0.497  -1.066
6 H -0.877 0.469 1.579  0.278
7 H -2.117 0.607 0.311  0.385
8 H -0.929 0.090 -1.800  0.314
9 O -0.562 -0.704 -1.512  -0.424
10 C -0.398 -0.567 -0.165  -0.017
11 H -0.411 1.432 0.177  0.416

The energy above the lowest of the compared OMol25 structures with the same formula, charge and spin is 312.9 kJ/mol. For the LUMO energy, the calculation gives 0.528 eV. For the calculated total energy, the calculation gives -727.8787 a.u. For the HOMO-LUMO gap, the calculation gives 8.8 eV.

Record 3
Molecular formula: C5H11CrCu2F3K3NO20S5
Method: DFT, ωB97M-V with the def2-TZVPD basis set

Each line ends with the Mulliken charge.
Geometry (Å):
1 S 1.383 0.627 0.719  -0.299
2 S -1.853 0.628 -2.999  1.455
3 F -4.278 -0.303 -2.899  -0.204
4 K -0.598 3.047 -0.180  0.969
5 O 2.322 5.085 -3.161  -0.463
6 K 1.708 0.320 -2.669  0.822
7 O 0.582 3.354 -2.676  -0.337
8 O 0.963 -3.398 -0.281  -0.721
9 F -3.060 -1.238 -4.553  -0.175
10 H -4.117 0.922 0.232  0.294
11 S 1.824 -3.098 -1.433  1.253
12 O 2.869 3.189 -1.922  -0.461
13 N -0.596 -1.710 1.584  0.344
14 Cu 4.163 -1.524 0.562  0.181
15 Cr 3.652 2.973 0.046  1.316
16 O 1.948 1.858 0.350  -0.082
17 O -3.546 -0.989 0.530  -0.328
18 O 2.164 -4.222 -2.254  -0.572
19 O -2.297 1.774 -2.224  -0.741
20 O 0.988 -2.038 -2.069  -0.641
21 H -0.155 -2.380 2.197  0.161
22 S 1.978 3.683 -2.980  0.841
23 F -3.816 0.759 -4.744  -0.175
24 H -0.171 -0.857 1.918  -0.025
25 S 5.444 1.201 2.312  0.871
26 O 4.726 2.301 1.565  -0.693
27 C -1.870 -1.829 2.285  0.312
28 O -0.819 0.964 -4.007  -0.722
29 Cu -0.472 -1.729 -0.676  0.158
30 O 2.373 2.925 -4.170  -0.362
31 O 0.429 0.258 -0.307  -0.435
32 C -2.896 -0.729 1.775  -0.840
33 H -2.152 -2.813 1.910  0.483
34 O 0.726 0.584 2.048  -0.947
35 O 6.873 1.292 2.137  -0.651
36 H -5.416 -0.224 0.822  0.352
37 C -4.536 -0.084 0.195  -0.661
38 K 2.723 0.626 3.722  1.054
39 O -1.379 -0.423 -2.069  -0.005
40 C -1.763 -1.654 3.803  -1.625
41 H -4.979 -0.199 -0.794  0.156
42 H -1.951 -0.656 4.198  0.374
43 H -2.395 0.235 1.678  0.195
44 O 4.856 -0.083 1.894  -0.350
45 O 2.365 -0.466 0.622  0.185
46 O 5.277 1.341 3.732  -0.722
47 H -3.701 -0.562 2.490  0.607
48 C -3.311 -0.111 -3.880  0.333
49 H -2.484 -2.292 4.315  0.413
50 O 3.060 -2.492 -0.941  -0.332
51 H -0.785 -1.842 4.246  0.440

For the LUMO energy (alpha / beta), the calculation gives -2.154 / -4.876 eV. For the calculated total energy, the calculation gives -10172.6268 a.u. Its spin multiplicity is 7. For the HOMO-LUMO gap (alpha / beta), the calculation gives 6.4 / 3.7 eV.

Record 4
Molecular formula: C24H76O14
Method: DFT, ωB97M-V with the def2-TZVPD basis set

Each line ends with the Mulliken charge.
Geometry (Å):
1 C 3.118 -8.178 19.240  -1.453
2 H 2.143 -7.691 19.262  0.498
3 H 4.144 -11.088 18.647  0.018
4 C 10.721 -3.880 16.663  -0.948
5 O 9.261 -11.496 22.076  -0.607
6 H 3.505 -12.747 18.539  0.429
7 H 11.663 -8.842 21.836  0.116
8 H 5.501 -1.032 14.659  0.389
9 H 1.382 -4.699 16.884  0.437
10 H 10.051 -6.693 18.776  -0.023
11 H 8.844 -7.453 13.627  0.312
12 C 4.356 -3.202 18.110  -0.768
13 C 2.456 -4.467 16.918  -1.069
14 O 7.138 -8.446 18.369  -0.116
15 C 9.747 -7.704 14.147  -0.393
16 H 4.647 -13.217 20.726  0.246
17 H 6.505 -1.850 15.989  0.244
18 H 4.756 -2.814 19.092  0.237
19 H 10.229 -8.561 13.715  0.422
20 H 2.605 -3.782 16.069  0.317
21 H 8.568 -1.959 21.355  0.333
22 C 2.877 -3.781 18.233  0.334
23 H 2.029 -5.103 19.272  0.274
24 H 9.738 -8.350 19.138  0.177
25 C 12.771 -8.262 16.462  -0.380
26 H 7.865 -2.999 20.009  0.036
27 O 5.171 -8.509 16.373  -0.416
28 H 3.573 -7.329 22.601  0.328
29 C 8.304 -10.423 22.170  -0.390
30 C 12.643 -9.011 21.331  -0.575
31 C 7.646 -3.816 14.653  -0.964
32 C 8.058 -7.358 18.139  1.515
33 H 11.799 -3.805 16.596  0.388
34 H 8.385 -7.466 17.109  -1.028
35 H 13.839 -8.075 16.638  0.265
36 H 7.416 -3.220 21.760  0.082
37 C 3.818 -11.987 19.280  -1.201
38 H 6.917 -5.968 19.269  0.142
39 O 5.199 -3.678 14.589  -0.451
40 H 2.927 -9.192 19.513  0.356
41 H 6.611 -5.869 23.217  0.290
42 H 6.644 -7.561 15.307  0.003
43 H 2.774 -8.649 21.817  0.314
44 H 12.082 -7.233 18.004  0.259
45 H 12.806 -10.101 21.523  0.247
46 H 8.988 -7.104 20.149  0.181
47 C 6.327 -1.680 14.923  -1.326
48 C 7.622 -2.484 20.988  -0.230
49 O 10.679 -6.610 14.153  -0.659
50 H 10.540 -4.815 15.002  0.266
51 H 6.687 -7.529 21.752  0.235
52 O 10.183 -4.847 15.880  -0.147
53 C 5.714 -8.087 15.158  -0.393
54 H 10.401 -10.936 19.782  0.152
55 O 7.567 -7.475 22.224  -0.390
56 H 7.121 -12.606 19.830  0.302
57 H 5.767 -11.380 21.718  0.181
58 H 8.671 -9.592 22.741  0.484
59 H 5.398 -4.613 14.673  0.241
60 H 10.383 -2.870 16.419  0.364
61 H 6.344 -12.162 18.361  0.223
62 O 10.875 -10.659 18.981  -0.272
63 H 13.464 -8.468 21.754  0.271
64 C 3.033 -7.576 21.662  -1.573
65 H 7.213 -1.077 14.497  0.370
66 H 4.305 -2.364 17.398  0.400
67 H 12.387 -8.405 15.454  0.270
68 C 4.982 -12.366 20.116  0.764
69 H 12.028 -9.402 19.484  0.430
70 O 12.482 -8.648 19.974  -0.427
71 C 10.745 -11.758 18.148  -0.741
72 H 2.952 -11.687 19.869  0.363
73 C 7.340 -6.677 23.354  -0.886
74 O 11.926 -7.253 17.027  -0.348
75 H 3.069 -5.389 16.770  0.120
76 H 2.214 -2.911 18.495  0.196
77 H 9.704 -12.189 18.009  0.130
78 C 9.293 -7.411 19.149  -0.627
79 H 9.512 -7.946 15.163  -0.099
80 O 5.161 -8.240 20.666  0.104
81 H 3.661 -8.147 18.346  0.149
82 H 6.429 -6.178 17.604  0.182
83 H 6.900 -0.704 20.780  0.300
84 H 5.828 -8.820 14.302  0.224
85 H 4.980 -3.954 17.693  -0.083
86 H 7.732 -4.801 14.126  0.218
87 C 3.916 -7.563 20.480  0.880
88 H 6.420 -2.900 13.097  0.210
89 O 2.884 -4.694 19.270  -0.420
90 H 7.948 -10.074 21.216  -0.006
91 H 4.162 -6.452 20.312  0.170
92 H 4.972 -9.251 20.656  -0.044
93 H 7.525 -3.991 15.707  0.073
94 H 7.099 -7.180 24.259  0.332
95 C 6.366 -2.997 14.197  0.650
96 H 12.515 -9.205 17.013  -0.062
97 H 6.049 -13.763 18.946  0.427
98 H 6.587 -8.299 19.127  0.092
99 C 7.299 -6.058 18.254  -0.892
100 H 8.552 -3.251 14.409  0.363
101 H 11.255 -12.581 18.620  0.362
102 H 4.990 -7.353 14.851  0.248
103 H 5.895 -8.754 16.963  0.302
104 H 2.163 -6.947 21.620  0.390
105 O 5.172 -11.205 20.996  -0.520
106 H 8.225 -6.079 23.706  0.304
107 H 7.388 -10.782 22.713  0.142
108 H 11.147 -6.616 15.017  0.409
109 C 6.188 -12.732 19.309  -1.268
110 H 11.257 -11.505 17.190  0.262
111 H 10.500 -4.021 17.771  0.179
112 H 7.984 -5.282 18.009  0.429
113 O 6.492 -1.587 20.783  -0.504
114 H 10.118 -11.139 22.422  0.348

The energy above the lowest of the compared OMol25 structures with the same formula, charge and spin is 674.1 kJ/mol. For the LUMO energy, the calculation gives 0.442 eV. For the calculated total energy, the calculation gives -2013.1267 a.u. For the HOMO-LUMO gap, the calculation gives 10.1 eV.